No. 1
Entry from the OMol25 dataset: a molecular structure, C2H2Br4O2 (the ωB97M-V functional and the def2-TZVPD basis).

The geometry in XYZ format:
```
10
Properties=species:S:1:pos:R:3:forces:R:3
O 0.8538 -0.8298 -0.2370 1.1 -1.0 -2.1
C -1.9273 0.0085 -0.4040 3.8 -1.6 -1.5
Br -3.3086 -1.2120 -0.2652 0.2 -0.1 0.1
Br 1.4840 1.9219 -0.6564 0.4 -1.3 0.9
Br -2.1084 1.6152 0.4800 0.1 -0.1 -0.2
H 1.3379 0.0996 1.3695 0.7 0.7 -0.1
H -1.3136 -0.0927 -1.4123 -1.6 0.8 2.2
O -0.3152 -0.9630 0.4567 -2.7 0.9 0.4
Br 3.5561 -0.5293 0.3125 -0.2 -0.1 -0.3
C 1.7412 -0.0183 0.3560 -1.9 1.6 0.5
```
Positions in Å, forces in eV/Å.

---

No. 2
Entry from the OMol25 dataset: 13 unconnected molecules or ions with the total composition C56H145N11O13 (the ωB97M-V functional and the def2-TZVPD basis).

The geometry in XYZ format:
```
225
Properties=species:S:1:pos:R:3:forces:R:3
C 19.4752 11.4701 16.1433 -0.4 -0.6 0.4
C 24.9574 18.1145 10.5671 -0.4 0.3 0.4
H 14.4908 24.0370 18.2659 0.0 -0.1 0.3
H 14.2336 22.4974 21.5701 0.5 -0.1 -0.3
H 26.0297 19.1468 12.9435 0.0 0.5 0.1
C 24.4940 17.9955 12.0548 -0.2 -1.4 0.1
H 17.0658 8.7423 12.0746 0.1 0.3 0.1
H 19.0801 21.4511 11.7196 0.4 -0.1 -0.5
O 13.4384 21.7638 19.7618 -0.2 0.9 -0.1
O 12.1431 13.4674 22.4141 1.2 0.7 -1.0
C 14.4899 21.8962 18.8216 1.0 0.3 0.2
H 24.1056 18.4654 9.9846 0.3 0.3 -0.2
C 12.2604 13.8200 23.7638 -0.7 -1.0 1.0
H 20.1288 24.0590 15.4065 0.1 -0.3 -0.1
N 13.9874 13.6894 18.0011 -0.1 -0.1 0.9
C 17.1349 14.3567 14.4691 -0.9 -1.4 0.3
H 16.5458 13.5066 14.8134 0.0 -0.3 0.5
H 24.9525 14.5379 12.6712 0.2 0.0 0.0
N 16.1437 8.7526 12.4865 -1.4 -0.2 0.1
C 15.0574 18.4805 15.7073 0.1 -0.9 -0.1
H 11.7760 10.7845 12.8643 0.5 0.3 -0.1
H 21.6278 17.2493 9.8798 0.1 0.0 -0.2
H 17.6948 20.4595 11.9532 -0.2 -0.2 -0.3
H 15.7621 22.0578 16.5052 -0.2 -0.7 0.5
H 23.4775 17.4404 20.8879 0.2 -0.1 -0.6
H 15.7665 12.0558 16.5480 0.0 0.2 -0.3
H 25.3100 17.1788 10.1331 -0.4 -0.3 0.2
H 16.6490 9.9017 16.4089 0.3 -0.4 -0.3
H 16.6518 17.9692 12.3620 -0.2 0.3 -0.4
H 22.0669 19.3718 12.5757 -0.4 0.6 -0.2
H 20.3346 15.6315 12.5239 0.3 -0.2 -0.8
O 12.1592 19.0390 14.0435 0.6 0.6 -0.6
C 12.5775 15.5868 12.9090 -0.2 -1.1 -1.6
C 17.6108 14.6040 16.9489 -1.7 0.2 -0.3
C 15.8679 9.4066 16.9857 -0.6 0.8 -0.1
H 13.2395 16.1538 12.2545 0.0 0.6 0.4
H 13.2777 23.8828 16.1569 0.1 0.0 0.0
H 11.7247 19.8528 15.8462 -0.8 0.5 0.1
H 19.6210 18.0105 15.4703 0.1 0.3 0.6
H 13.6153 23.7579 20.4658 0.4 0.0 -0.3
O 15.0183 15.5610 16.0114 -1.0 -1.3 1.1
H 16.2820 9.1694 17.9657 -0.1 0.0 0.2
H 19.0211 17.7459 20.1427 0.7 -0.1 -0.2
H 13.2173 17.0118 21.1792 0.1 0.5 0.0
C 13.9284 16.3292 20.7139 0.2 1.9 0.7
H 18.3388 13.8080 16.7925 0.1 0.4 0.3
O 20.4535 10.4992 16.4985 0.1 0.5 -0.3
H 11.9698 9.0410 12.6742 0.2 -0.1 0.7
H 24.5639 19.1073 13.9534 0.0 -0.2 0.0
H 19.1414 11.2782 15.1236 -0.2 0.3 -0.1
H 19.3435 14.5464 8.9779 0.2 0.2 0.2
H 16.9718 23.4108 18.2882 -0.6 0.0 -0.3
C 13.8356 15.0692 21.4635 -0.8 -2.1 -0.1
H 17.5829 14.5559 10.9461 -0.1 -0.5 -0.1
H 20.0761 14.8276 22.3018 0.0 0.1 0.2
O 19.8463 24.2709 17.4519 0.5 -0.9 0.6
C 25.1811 16.6971 12.6254 -0.8 0.3 -1.0
C 18.6193 22.6600 19.0208 2.3 0.6 -0.3
H 18.1068 21.3417 13.8140 0.1 0.0 0.1
H 19.8308 12.4951 16.2477 0.1 0.0 0.0
C 12.0932 20.3012 13.3142 -1.3 -1.6 0.7
C 15.7906 10.0376 13.1171 0.9 -0.8 -0.1
H 16.8943 17.1586 18.3196 0.2 0.3 0.0
H 11.4152 21.4560 11.0983 -0.4 0.5 0.4
H 14.1588 19.3267 10.7708 0.4 -0.2 0.2
C 13.3180 23.0045 16.8011 -2.0 -0.1 1.0
H 18.4594 15.9669 8.3926 -0.2 -0.3 -0.4
H 14.7347 14.1869 17.5382 0.0 0.1 -0.3
C 14.2513 10.1164 13.2515 1.0 -0.3 0.6
H 11.0278 20.5286 13.2775 -0.3 0.4 0.0
H 23.0233 15.4273 13.5168 -0.5 0.3 0.2
O 18.8269 20.7494 13.5855 0.7 -0.7 1.4
H 18.9664 22.5375 16.8859 0.1 -0.5 -0.3
C 12.3643 14.5950 21.5392 -0.4 -0.3 0.2
H 12.5535 21.1291 13.8534 0.6 -0.1 -0.1
C 14.4693 23.0519 17.7999 -0.9 -0.5 -2.3
H 11.7998 19.3323 11.4813 0.1 -0.7 0.2
C 11.3545 19.0591 15.1973 0.7 -0.5 -0.1
C 16.3161 15.8738 9.7660 1.0 1.2 1.1
C 15.0852 11.6827 17.3127 -0.7 -1.9 0.2
H 16.4990 14.6272 13.6261 0.4 0.9 -0.1
H 23.2540 17.1296 22.5330 0.0 -0.5 0.3
H 21.6793 24.1609 16.3150 0.0 -0.5 0.3
C 19.7115 15.5720 20.4405 0.3 0.8 0.8
H 16.2433 16.1327 8.7097 0.3 0.4 -0.1
C 24.5464 15.3946 12.1333 -0.6 0.5 -0.2
H 12.2942 15.0191 14.7341 0.0 0.0 0.9
H 13.0017 11.7900 17.8386 0.3 0.1 0.6
N 17.5201 23.5922 19.1168 -0.1 -0.4 0.0
H 12.8756 11.6415 15.6330 -0.2 0.1 -0.7
C 20.6367 24.4764 16.2759 -0.8 0.5 0.3
H 14.3977 13.2137 21.3201 0.4 -0.6 0.1
N 15.6509 22.9628 16.9398 1.8 -0.6 0.1
H 26.2071 16.7315 12.2592 0.3 0.2 0.6
H 19.3466 15.1718 19.4946 0.2 -0.3 -0.1
C 11.0843 15.9723 12.5561 0.7 -0.3 -0.4
H 17.8451 24.5371 18.9697 0.4 0.2 0.2
H 14.4611 15.6572 15.2356 -1.0 -0.4 -0.5
O 14.7603 10.2964 17.0537 0.0 0.6 0.0
H 12.5839 21.0928 10.1812 0.7 -0.1 -0.2
H 17.6224 19.2214 16.4643 -0.3 0.2 0.0
H 13.6913 16.3700 19.6508 0.0 -0.8 0.0
H 21.7268 14.9050 20.0558 0.3 -0.3 0.5
H 15.6742 23.5309 16.1050 -0.6 0.8 0.4
H 16.8997 14.0736 8.0900 0.6 0.2 -0.4
C 23.0750 16.6795 21.5566 0.9 0.6 0.0
H 13.1803 14.2935 17.9394 -0.2 0.0 -0.1
C 12.2003 10.0082 12.2276 0.6 -1.7 -0.6
H 17.4630 11.1268 12.1293 0.0 -0.7 -0.1
H 15.5975 11.7283 18.2737 0.0 0.3 0.2
H 12.5556 22.7791 21.3762 -0.3 -0.5 -0.4
H 21.4797 15.5194 10.1291 0.2 -0.1 0.1
C 16.3872 11.1518 12.3033 -0.4 1.6 0.4
H 17.6822 20.8735 18.2631 -0.4 -0.2 0.2
H 13.8863 9.2872 13.8574 0.2 -0.4 0.2
N 23.0011 17.8686 12.2194 1.2 -1.3 0.7
H 18.0516 13.9005 14.0955 0.3 0.3 0.1
H 14.4891 13.9214 19.8975 -0.1 0.0 -0.5
H 20.6796 25.5523 16.1060 -0.2 0.1 0.2
N 19.4923 14.5754 21.5171 0.7 0.1 -0.8
H 17.4254 18.5958 14.8229 -0.2 0.2 -0.1
H 13.9607 13.9027 12.7953 -0.1 0.0 0.4
H 11.5280 18.1538 15.7792 0.1 -0.3 -0.2
C 18.5942 16.1859 15.2724 -0.3 0.9 0.5
H 16.6818 14.1412 17.2821 0.0 -0.5 -0.3
H 15.4536 8.5174 16.5105 0.5 -0.1 -0.1
C 18.2391 21.1833 19.1474 0.3 0.7 -0.4
H 9.7024 17.3082 10.5024 0.7 0.1 -0.4
H 18.6393 11.3074 16.8238 -0.1 0.2 -0.1
O 21.7226 16.5367 21.4110 -2.0 -0.7 0.3
C 13.7501 12.4139 17.3500 0.3 1.4 -1.5
N 16.1354 16.2169 15.6347 1.8 3.2 -0.5
H 18.5341 14.5436 21.8348 -0.1 0.1 -0.1
H 20.9487 16.7015 13.6381 0.7 0.2 0.2
C 9.5397 16.2715 10.7972 -1.4 0.1 -0.3
H 25.8267 18.7609 10.4465 -0.2 0.4 0.1
H 12.6393 16.6342 14.6575 -0.2 0.3 0.2
C 19.5499 22.8717 17.7437 -1.1 0.8 0.2
H 21.4362 16.4656 19.4059 -0.4 0.2 -0.4
H 15.8550 11.2658 11.3589 0.1 0.0 -0.1
H 17.7571 15.2709 17.7986 0.9 0.1 -0.2
C 20.8848 16.5718 12.5578 0.4 0.9 0.2
H 20.2122 17.3785 12.2662 0.0 0.0 -0.5
H 24.6188 15.1720 11.0688 0.7 0.3 -0.1
H 13.9091 11.0006 13.7893 0.3 0.4 -0.1
H 11.9983 12.8910 24.2701 -0.4 0.2 0.3
C 13.4868 22.7322 20.8117 -0.2 0.1 0.2
H 15.4718 8.7601 11.7324 0.1 -0.8 -0.7
C 16.0008 17.5413 17.8263 0.1 -0.4 0.0
H 15.3927 16.7147 12.0133 -0.1 0.0 0.6
H 25.0705 16.7142 13.7097 0.4 0.0 0.1
O 10.6465 15.5583 11.2205 1.4 0.1 1.9
C 12.9250 14.1231 12.5366 -0.5 0.1 -0.5
H 11.5977 9.8800 11.3285 0.6 0.8 -0.6
O 13.6532 10.0313 11.9852 -2.3 0.8 -0.1
C 17.4253 14.8219 9.9008 -0.7 1.1 -1.5
H 15.2005 18.5344 14.6281 -0.3 0.0 -0.1
H 19.4673 15.6008 15.5612 0.0 -0.5 -0.7
H 8.7357 16.3924 11.5232 0.0 -0.4 0.7
H 9.0816 15.6889 9.9979 0.2 0.3 -0.3
H 15.7616 18.5375 18.1985 0.2 0.1 0.1
C 22.1308 16.3772 10.2976 -0.2 0.8 1.1
H 15.2139 16.8879 18.2032 -0.2 0.0 -0.5
H 17.8621 16.5413 20.3945 -0.4 0.0 0.5
H 12.2234 13.4114 12.9718 0.1 -0.1 0.5
O 16.6737 17.0517 10.5044 -0.1 0.8 -1.5
H 16.2838 12.0778 12.8690 -0.3 0.4 -0.1
O 22.3443 19.0026 11.7341 -0.2 0.3 -0.1
C 17.5153 18.3128 15.8717 -0.8 -0.3 0.1
H 12.3715 22.9304 17.3366 -0.4 0.6 0.2
H 13.7784 13.1338 15.1751 0.6 -0.3 0.3
N 12.4046 21.2626 11.1605 -0.4 1.0 -0.7
H 17.7351 21.0397 20.1032 -0.4 -0.1 -0.3
C 17.3091 15.3624 15.6182 1.6 0.3 -0.1
H 15.4474 22.0322 19.3244 0.1 -0.1 0.4
H 10.3096 19.0283 14.8883 -0.3 0.7 0.4
H 13.2031 22.1144 16.1826 1.0 -0.2 -0.1
H 16.2672 9.9835 14.0959 -0.4 0.5 0.4
C 12.5265 20.0330 11.8924 -0.1 0.2 0.7
H 22.6611 14.4953 12.1035 -0.6 0.2 -0.2
H 19.2170 19.6703 11.7553 0.5 -0.1 0.9
H 16.0068 13.5783 9.2379 -0.3 -0.6 0.4
H 14.6605 20.1176 12.3158 -0.1 0.7 -0.4
C 22.3054 16.6374 11.8469 -1.2 -1.3 -0.4
H 24.5428 20.0951 12.4912 0.4 0.2 0.1
H 11.6259 15.3240 21.8731 0.3 0.8 0.2
C 18.7976 17.5234 15.9926 -1.5 -1.1 0.5
H 19.3044 22.8105 19.8551 0.0 0.4 0.3
H 12.8639 13.8851 11.4746 -0.2 0.5 -0.2
C 18.7014 15.3754 9.2756 -0.1 0.6 0.2
H 18.8477 17.1092 21.7722 0.1 -0.1 0.0
H 21.0986 10.5939 15.7939 0.4 -0.4 0.2
H 14.1670 15.0790 22.5019 0.1 1.0 0.1
H 23.0936 16.2416 9.8050 -0.1 0.0 0.0
H 14.0847 18.0583 15.9598 -0.2 0.2 -0.2
N 16.9842 13.7372 9.0386 -0.4 -1.2 0.3
H 14.5860 20.9360 18.3146 -0.3 0.0 -0.3
C 13.9124 19.5003 11.8183 0.6 -0.7 0.4
C 18.8612 16.8338 20.7177 -0.5 -0.2 -0.3
H 13.2057 14.0762 24.2421 0.7 0.2 -0.9
H 11.5766 14.6250 24.0333 -0.3 0.0 0.0
C 16.4295 17.0206 11.8732 0.2 -0.9 0.2
H 15.1349 19.4878 16.1164 0.0 0.0 0.1
H 17.1132 16.3095 12.3368 -0.2 -0.3 0.3
H 14.0035 18.6094 12.4395 -0.3 -0.5 -0.5
H 19.1453 20.5786 19.1839 0.1 0.0 -0.1
C 18.7492 20.5396 12.2174 -1.4 1.1 -1.6
H 10.9333 17.0482 12.6450 0.3 0.2 0.0
H 12.2721 13.2768 15.9465 -0.3 -0.2 0.5
H 14.9370 16.7206 20.8471 0.0 0.3 -0.2
H 10.4595 15.5361 13.3354 -0.4 -0.4 -0.1
H 23.6066 15.7364 21.4294 0.2 -0.1 0.1
N 14.7159 14.0609 20.8717 -0.3 -0.2 0.7
C 13.1632 12.6491 15.9332 -0.1 -1.0 0.2
C 21.2226 15.8458 20.2768 -0.3 0.3 -0.1
H 18.6080 16.5377 14.2408 0.0 -0.9 -0.4
H 15.2987 15.5612 10.0014 -0.1 -0.5 0.7
C 24.9403 19.1815 12.9331 -0.2 -0.5 -0.9
H 12.0132 14.3557 20.5354 0.1 -0.6 -0.1
H 20.4526 22.2820 17.9034 0.2 0.0 -0.3
H 19.1852 16.1413 9.8818 0.2 -0.5 0.4
N 12.9132 15.7145 14.3424 -0.7 0.3 -1.6
C 23.0615 15.4558 12.4278 0.8 -0.8 0.8
C 16.1484 17.5784 16.2912 2.1 0.2 -0.1
H 18.9483 17.3339 17.0554 0.7 0.2 0.1
```
Positions in Å, forces in eV/Å.

---

No. 3
Entry from the OMol25 dataset: 2 unconnected molecules or ions with the total composition C5H11O5 (the ωB97M-V functional and the def2-TZVPD basis).

- <S²> = 0.7726
- multiplicity = 2

The geometry in XYZ format:
```
21
Properties=species:S:1:pos:R:3:forces:R:3
C -1.4204 -1.3649 0.4907 -0.5 -0.5 -0.3
O 0.9322 1.2123 -0.7411 0.1 1.2 -1.7
C -1.2613 -0.4582 -0.7537 -0.4 0.0 -0.2
H -1.1810 -0.7889 1.3999 -0.3 -0.4 -0.4
H 1.7005 -1.3464 -0.9550 0.3 -0.2 0.0
O -0.7818 -0.8148 -1.8427 -1.3 0.5 1.7
H 0.3555 0.4877 1.0894 0.0 -0.2 -1.1
H 1.4465 -1.6398 0.7979 0.1 -0.1 -0.1
O 1.9481 2.2354 -0.2272 0.2 -1.1 0.4
O 3.0964 -0.4069 0.3452 -0.5 -1.0 -0.2
H -2.4796 -1.7611 0.5861 1.1 0.6 -0.3
H 3.7109 -1.1885 0.3380 -1.0 1.2 -0.1
C -1.9769 0.9344 -0.5478 0.0 0.0 -0.4
H -0.7429 -2.2241 0.3949 -0.3 0.2 0.0
H 2.7465 1.6505 -0.1572 -0.7 0.4 -0.1
C 1.7428 -0.9082 0.0436 -0.2 -0.1 -0.3
H -3.0917 0.8423 -0.6819 1.0 -0.3 0.0
H -1.5754 1.6205 -1.3029 -0.1 -0.2 0.0
H -2.1775 2.2784 0.8992 0.5 -0.9 -0.3
O -1.6927 1.4338 0.7674 -0.8 0.5 -0.1
C 0.7019 0.2067 0.0571 2.7 0.5 3.3
```
Positions in Å, forces in eV/Å.

---

No. 4
Entry from the OMol25 dataset: a molecular structure, C18H14BBrF4IMnN2O3S (the ωB97M-V functional and the def2-TZVPD basis).

- <S²> = 8.7551
- total charge = -1
- multiplicity = 6

The geometry in XYZ format:
```
46
Properties=species:S:1:pos:R:3:forces:R:3
H 3.0944 0.4376 -2.2217 0.0 0.0 0.0
H 2.3025 1.3763 1.4807 0.1 0.0 -0.1
C -1.0337 -2.2223 -3.6756 0.0 0.0 0.0
C 1.6046 3.8935 -3.1014 0.0 0.0 0.0
C 2.7797 3.4820 -3.7193 -0.1 0.0 0.0
C 0.8220 0.9296 -0.8710 0.1 0.0 0.0
F -1.4034 0.2841 4.5446 -0.3 0.5 -0.2
H 0.0428 3.3589 -1.6994 0.1 0.0 0.0
C -3.0915 -3.6992 2.4747 -0.1 -0.1 0.0
C 2.6818 1.4026 -2.4863 0.1 0.0 0.0
B -1.6592 1.3375 3.6322 -0.1 0.0 -0.2
Mn -0.3832 -0.5713 0.8628 0.0 -0.1 -0.3
C -1.6202 -2.2391 1.3534 -0.1 0.1 0.3
H -2.7326 -4.5274 -1.8739 0.0 0.0 -0.1
H -2.0410 -4.0437 -4.2177 0.0 0.0 0.0
H 0.8024 2.1503 2.0426 0.0 0.0 0.0
I 2.8597 3.1747 3.3589 0.0 -0.1 0.0
N 1.3112 0.4627 4.4575 0.3 0.0 0.2
N -1.0942 -1.6466 -1.3536 0.1 -0.1 0.0
H -0.1547 -0.4889 -2.7668 0.0 -0.1 0.0
H -3.6652 -4.1939 3.2492 0.1 0.1 -0.1
C -1.8055 -2.7551 -1.0907 0.0 0.0 0.1
O 1.1261 -0.6074 2.5034 0.0 0.0 -0.2
H 1.2194 1.3660 4.8922 0.0 0.1 0.0
C -2.1470 -2.9644 0.3242 0.0 -0.1 -0.2
C 0.9649 3.0657 -2.1874 0.0 0.1 -0.1
S -3.2971 -4.1707 0.8400 0.0 -0.1 -0.1
Br 4.9071 1.6717 -4.2472 0.0 0.0 0.0
C -1.7772 -3.3649 -3.4142 0.0 -0.1 0.0
O -0.3291 1.2404 -0.4757 0.0 0.1 0.1
O 1.4297 -0.0900 -0.4589 0.0 0.0 0.0
C -2.1636 -3.6372 -2.1163 -0.1 0.0 0.1
C 1.7301 1.6722 2.3494 0.1 0.0 0.0
C 3.2976 2.2375 -3.4024 0.0 -0.1 0.0
F -2.9816 1.7665 3.6749 0.6 -0.2 0.1
H 0.7575 -0.2767 4.8629 0.0 0.0 0.0
F -0.7510 2.4119 3.8457 -0.4 -0.4 0.1
F -1.3858 0.8281 2.2898 0.0 0.2 0.3
C -2.1969 -2.6812 2.5950 0.1 0.1 0.0
C 1.3831 0.4239 3.1281 -0.1 0.1 0.0
C -0.7220 -1.4010 -2.6058 0.0 0.1 0.1
C 1.5057 1.8248 -1.8780 -0.1 -0.1 0.0
H -1.9573 -2.2322 3.5541 0.0 0.0 -0.1
H 3.2855 4.1172 -4.4364 0.0 0.0 0.1
H 1.1922 4.8677 -3.3395 0.0 -0.1 0.0
H -0.7071 -1.9705 -4.6774 0.0 0.0 0.1
```
Positions in Å, forces in eV/Å.

---

Electronic energy values, unit eV, following the record order: -286365.235 -103421.034 -15594.412 -159873.075.
Max |F| values, unit eV Å⁻¹, following the record order: 4.382 3.730 4.293 0.601.
Energy above the lowest of the compared OMol25 structures with the same formula, charge and spin values, unit kJ/mol, following the record order: 183.5 0.0 32.0 0.0.